Density functional theory data (ωB97M-V/def2-TZVPD) for a structure of composition C35H40MnN3PSi2.

XYZ file:
```
82
Properties=species:S:1:pos:R:3:forces:R:3:mulliken_spin:R:1
Mn -0.487 0.149 -0.097 -0.57 -0.21 -0.08 1.289
N 1.974 -0.414 1.353 0.11 0.03 0.03 -0.009
P 1.731 0.439 -0.099 -0.35 0.11 0.14 -0.042
C 3.322 1.203 -0.414 0.08 -0.13 -0.06 -0.020
C 3.592 2.551 -0.189 -0.01 0.09 0.13 0.001
C 4.882 3.028 -0.353 0.05 0.00 0.00 0.000
C 5.906 2.168 -0.726 -0.02 0.02 0.01 0.000
C 5.645 0.820 -0.939 0.01 0.02 0.00 -0.001
C 4.358 0.337 -0.788 -0.06 -0.01 -0.01 -0.003
C 1.352 -0.648 -1.492 0.14 -0.14 -0.18 -0.061
C 0.511 -1.778 -1.396 0.03 -0.10 0.04 0.042
C 0.145 -2.477 -2.550 0.07 0.03 0.08 0.034
C 0.567 -2.037 -3.786 0.00 0.03 0.04 -0.008
C 1.360 -0.892 -3.906 0.00 -0.04 -0.01 0.010
C 1.753 -0.217 -2.776 0.00 0.00 -0.02 -0.011
C 1.001 -0.290 2.348 -0.02 0.03 -0.05 0.016
C 1.312 -0.479 3.690 -0.06 0.00 0.03 -0.004
C 0.314 -0.309 4.625 0.02 -0.02 0.00 0.002
C -0.961 0.054 4.203 -0.01 0.01 -0.04 -0.003
C -1.190 0.206 2.857 0.02 -0.03 0.04 0.002
N -0.236 0.019 1.921 0.19 -0.08 0.17 -0.044
H 2.915 -0.614 1.671 -0.04 0.01 -0.02 -0.001
H 2.812 3.240 0.108 0.05 -0.08 0.04 -0.001
H 5.087 4.077 -0.188 0.01 0.00 0.01 0.000
H 6.910 2.549 -0.852 0.00 0.00 0.00 0.000
H 6.442 0.150 -1.230 0.00 0.00 -0.01 0.000
H 4.157 -0.713 -0.974 -0.01 -0.01 -0.01 0.001
H 0.704 -1.954 0.573 -0.05 -0.05 -0.03 0.003
H -0.450 -3.374 -2.456 -0.06 -0.04 0.01 0.000
H 0.283 -2.590 -4.671 0.00 -0.01 0.00 0.000
H 1.685 -0.555 -4.880 0.00 0.01 0.00 0.000
H 2.395 0.650 -2.869 0.01 0.02 0.02 -0.002
H 2.320 -0.736 3.984 0.02 0.00 -0.02 0.000
H 0.528 -0.444 5.676 0.01 0.00 0.00 0.000
H -1.762 0.217 4.908 -0.01 0.00 -0.01 0.000
H -2.168 0.489 2.498 -0.01 0.00 -0.02 0.001
C -3.870 -0.135 0.602 0.10 0.14 0.05 0.007
Si -2.677 1.016 -0.279 0.29 0.42 0.02 -0.096
C -2.074 0.312 -1.972 -0.04 0.21 0.14 -0.018
C -3.123 2.798 -0.212 0.03 -0.25 -0.14 -0.016
C -4.392 3.382 -0.261 -0.04 -0.05 0.00 -0.002
C -4.505 4.757 -0.190 0.02 0.07 -0.01 0.001
C -3.363 5.547 -0.068 -0.06 0.01 0.01 -0.003
C -2.106 4.969 -0.012 0.04 0.02 0.03 0.003
C -1.972 3.582 -0.079 0.04 -0.20 -0.03 -0.012
Si -0.332 2.647 0.004 0.01 0.44 0.13 -0.028
C 0.460 3.178 1.640 0.00 -0.15 -0.15 0.004
C 0.593 3.246 -1.535 0.01 -0.20 0.02 -0.011
H -4.514 -0.632 -0.127 -0.02 0.04 -0.05 0.000
H -4.503 0.466 1.258 0.01 0.02 0.01 0.003
H -3.407 -0.922 1.199 0.00 0.06 -0.02 -0.004
H -3.041 0.267 -2.489 -0.07 -0.05 0.05 -0.003
H -1.675 -0.694 -2.085 0.00 -0.13 -0.01 0.001
H -1.463 1.017 -2.539 -0.01 0.00 0.04 -0.002
H -5.286 2.778 -0.356 0.00 -0.02 -0.01 0.000
H -5.479 5.225 -0.231 -0.01 0.00 0.00 0.000
H -3.464 6.623 -0.009 0.00 0.00 0.00 0.000
H -1.237 5.608 0.098 0.02 0.00 -0.01 0.000
H 0.613 4.260 1.641 -0.01 0.02 -0.09 -0.001
H 1.419 2.716 1.887 -0.02 -0.03 -0.05 0.001
H -0.224 2.969 2.465 -0.04 -0.03 -0.01 0.001
H 0.507 4.332 -1.607 -0.02 0.05 0.06 0.001
H 0.129 2.844 -2.440 -0.06 0.00 0.03 -0.004
H 1.654 2.997 -1.582 -0.16 0.01 -0.06 0.005
C -2.831 -3.048 -0.670 0.08 0.02 -0.10 0.004
C -1.748 -3.943 -0.147 0.06 0.03 0.03 0.003
C -2.043 -5.283 0.097 -0.01 0.03 0.02 0.000
C -1.086 -6.152 0.580 0.05 -0.02 0.02 0.000
C 0.198 -5.693 0.832 0.00 -0.02 -0.01 -0.001
C 0.536 -4.369 0.599 -0.02 -0.05 -0.05 -0.004
C 1.937 -3.891 0.877 0.06 0.01 0.01 0.001
C -0.449 -3.505 0.104 -0.15 0.00 0.02 0.025
N -0.029 -2.119 -0.115 0.32 0.21 -0.04 -0.044
H -3.797 -3.334 -0.256 0.00 0.00 0.00 0.000
H -2.915 -3.112 -1.757 0.02 0.00 -0.03 0.000
H -2.645 -2.012 -0.406 0.05 0.00 -0.06 0.001
H -3.049 -5.638 -0.089 0.00 0.00 -0.01 0.000
H -1.336 -7.187 0.768 -0.01 0.00 -0.01 0.000
H 0.951 -6.372 1.211 0.00 0.00 0.01 0.000
H 2.585 -4.735 1.099 0.00 -0.01 0.01 0.000
H 1.974 -3.225 1.746 -0.01 -0.02 -0.01 0.000
H 2.372 -3.362 0.024 -0.01 -0.02 0.01 0.000
```
Forces are in eV/Å.

Calculated values
E_LUMO (alpha / beta), eV: -6.59 / -5.71
Energy relative to the best compared isomer or geometry (same formula, charge and spin), kcal/mol: 24.2
HOMO energy (alpha / beta), eV: -13.931 / -13.931
Charge: +2
E, Eh: -3592.82076
Multiplicity: 2
HOMO-LUMO gap (alpha / beta), eV: 7.3 / 8.2
Maximum force, eV Å⁻¹: 0.61

Density functional theory data (ωB97M-V/def2-TZVPD) for a structure of composition C35H40MoN6O5P.

XYZ file:
```
88
Properties=species:S:1:pos:R:3:forces:R:3:mulliken_spin:R:1
Mo 0.308 -0.262 1.121 2.00 -0.02 -0.42 1.817
C 0.484 -4.629 0.937 0.01 -0.03 -0.02 -0.007
C -0.177 -4.999 2.095 -0.03 -0.04 0.05 0.017
C -0.652 -4.015 2.958 -0.04 -0.21 0.14 -0.013
C -0.457 -2.696 2.633 -0.02 0.52 0.12 0.016
N 0.157 -2.337 1.481 -0.09 -0.79 -0.34 -0.038
C 0.627 -3.282 0.656 -0.05 0.03 0.14 0.030
C -0.833 -1.541 3.502 0.11 -0.33 -0.26 0.021
C -1.296 -1.623 4.795 -0.11 -0.11 0.18 0.002
C -1.503 -0.448 5.507 0.00 0.01 0.01 -0.001
C -1.217 0.786 4.930 -0.11 0.07 0.24 0.004
C -0.763 0.816 3.635 0.10 0.35 -0.32 0.005
N -0.611 -0.334 2.943 -0.08 0.02 0.33 -0.005
C -0.353 2.036 2.877 -0.06 -0.50 0.02 0.021
C -0.543 3.326 3.306 -0.03 0.18 0.15 -0.010
C -0.106 4.376 2.502 -0.05 0.04 0.09 0.015
C 0.515 4.100 1.298 0.06 0.03 -0.04 -0.009
C 0.675 2.778 0.921 -0.01 -0.06 0.22 0.053
N 0.241 1.768 1.691 -0.18 0.91 -0.38 -0.058
H 0.880 -5.369 0.256 0.01 0.02 0.00 0.001
H -0.315 -6.046 2.335 -0.01 0.02 0.01 0.000
H -1.160 -4.285 3.873 0.02 -0.04 -0.03 0.000
H 1.135 -2.935 -0.234 -0.03 0.01 -0.05 0.004
H -1.470 -2.586 5.255 -0.03 0.06 0.03 0.000
H -1.866 -0.492 6.527 0.03 -0.01 -0.03 0.000
H -1.329 1.700 5.497 -0.03 -0.06 0.01 0.001
H -1.024 3.524 4.255 0.01 0.03 -0.03 0.000
H -0.248 5.400 2.822 0.00 -0.02 0.01 0.000
H 0.878 4.894 0.660 0.01 -0.03 0.00 0.001
H 1.179 2.501 0.004 -0.03 -0.02 -0.05 0.001
O 2.164 -0.115 0.155 -0.76 -0.05 0.48 0.006
C 2.823 -0.167 1.281 -0.21 -0.02 0.10 0.029
O 2.026 -0.306 2.293 0.04 0.03 -0.10 -0.009
C 4.233 -0.074 1.369 0.00 -0.03 -0.23 -0.002
C 4.828 0.042 2.628 0.23 -0.02 0.18 0.013
C 6.206 0.137 2.758 -0.18 0.01 0.18 -0.003
C 6.938 0.095 1.590 0.27 0.01 0.15 0.022
O 8.260 0.157 1.470 0.00 -0.02 -0.13 0.010
C 8.569 0.043 0.061 -0.19 0.03 0.05 0.000
O 7.308 -0.040 -0.623 0.13 0.02 0.12 0.001
C 6.348 -0.024 0.329 0.08 -0.02 -0.30 -0.001
C 5.005 -0.104 0.175 -0.23 0.04 -0.03 0.000
H 4.203 0.062 3.509 0.00 -0.01 0.00 0.000
H 6.690 0.233 3.720 0.00 0.00 -0.02 0.000
H 9.144 -0.861 -0.106 0.03 -0.12 0.01 0.000
H 9.106 0.930 -0.259 0.01 0.10 -0.01 0.001
H 4.545 -0.194 -0.799 0.00 0.00 0.03 -0.001
O -0.553 -0.357 -0.564 -0.70 -0.06 -0.26 0.059
P -1.458 -0.027 -1.826 0.37 0.02 0.12 -0.015
N -2.710 0.768 -1.186 -0.22 0.13 0.22 0.002
C -3.930 1.026 -2.002 0.02 0.04 0.11 0.000
C -4.696 2.066 -1.184 0.00 -0.04 0.04 0.000
C -4.258 1.799 0.257 0.00 0.04 -0.06 0.004
C -2.779 1.446 0.119 -0.13 0.00 -0.13 0.019
N -0.726 0.881 -2.920 0.15 0.07 -0.33 0.009
C 0.213 0.370 -3.968 -0.01 0.19 0.08 0.000
C 0.783 1.649 -4.588 -0.04 -0.01 0.02 0.000
C -0.311 2.691 -4.353 0.05 -0.04 -0.01 0.000
C -0.785 2.362 -2.945 0.01 -0.03 -0.04 0.000
N -1.799 -1.449 -2.505 -0.26 -0.15 -0.06 0.005
C -2.463 -1.555 -3.847 0.07 -0.08 0.10 0.000
C -3.612 -2.525 -3.610 0.05 -0.04 -0.01 0.000
C -3.036 -3.483 -2.569 -0.01 0.02 -0.04 0.000
C -2.256 -2.566 -1.629 -0.02 0.06 -0.09 -0.001
H -4.502 0.105 -2.120 0.00 -0.03 0.02 0.000
H -3.665 1.398 -2.993 0.00 -0.01 -0.01 0.000
H -5.771 1.966 -1.319 0.00 0.04 -0.01 0.000
H -4.413 3.075 -1.487 0.02 -0.02 0.00 0.000
H -4.811 0.954 0.674 0.02 0.00 -0.01 0.000
H -4.409 2.660 0.906 -0.03 -0.03 0.02 0.000
H -2.448 0.777 0.921 0.03 -0.04 0.03 -0.006
H -2.158 2.348 0.134 0.03 0.00 -0.02 -0.003
H -0.337 -0.211 -4.704 -0.04 -0.01 0.00 0.000
H 0.982 -0.263 -3.528 0.00 -0.02 0.03 0.000
H 1.019 1.511 -5.641 0.02 0.00 0.01 0.000
H 1.699 1.946 -4.073 0.00 -0.02 -0.01 0.000
H -1.129 2.556 -5.063 0.00 0.01 0.01 0.000
H 0.049 3.714 -4.438 -0.02 0.00 -0.01 0.000
H -1.791 2.716 -2.724 -0.01 -0.01 -0.02 -0.001
H -0.097 2.787 -2.206 0.00 -0.01 0.03 0.000
H -1.755 -1.971 -4.562 0.05 0.00 0.00 0.000
H -2.783 -0.578 -4.207 0.00 0.03 0.00 0.000
H -3.901 -3.030 -4.529 -0.04 0.02 0.01 0.000
H -4.489 -2.008 -3.217 0.01 0.01 0.01 0.000
H -2.358 -4.190 -3.051 0.00 0.00 0.02 0.000
H -3.797 -4.051 -2.039 0.01 -0.01 -0.01 0.000
H -1.402 -3.063 -1.174 0.05 -0.02 0.02 -0.005
H -2.905 -2.184 -0.833 0.00 0.02 0.00 -0.001
```
Forces are in eV/Å.

Calculated values
E_LUMO (alpha / beta), eV: -10.07 / -9.76
HOMO energy (alpha / beta), eV: -14.813 / -14.812
Charge: +3
E, Eh: -2471.32974
Multiplicity: 3
HOMO-LUMO gap (alpha / beta), eV: 4.7 / 5.1
Maximum force, eV Å⁻¹: 2.04

Density functional theory data (ωB97M-V/def2-TZVPD) for a cluster of 6 separate species, C35H40N3O8 in total.

XYZ file:
```
86
Properties=species:S:1:pos:R:3:forces:R:3:lowdin_charge:R:1
C -2.282 3.678 -4.105 2.51 5.16 10.55 0.023
C -0.978 3.406 -3.252 -9.13 -0.89 4.06 -0.064
N -1.040 2.010 -2.731 -0.66 -3.42 2.91 -0.018
C -1.577 0.852 -3.297 -0.37 5.24 -3.49 -0.077
C -1.402 -0.180 -2.569 -1.48 -4.19 1.46 -0.056
N -0.856 0.295 -1.424 2.99 -3.26 2.87 -0.043
C -0.532 1.537 -1.549 0.47 5.30 -0.60 -0.034
C -0.417 -0.581 -0.230 -2.11 2.93 0.21 0.077
H -2.342 3.245 -4.904 -0.44 -5.02 -8.80 -0.030
H -2.148 4.734 -4.244 -0.76 0.67 -0.46 0.089
H -3.121 3.473 -3.430 0.04 0.22 -0.39 0.108
H -0.814 4.000 -2.363 -0.32 0.59 -0.18 0.138
H -0.194 3.179 -3.647 9.31 0.02 -6.10 0.014
H -1.990 0.975 -4.245 -0.76 -0.30 -1.33 0.123
H -1.833 -1.198 -2.788 1.00 1.21 0.82 0.178
H 0.023 2.338 -0.912 -1.09 -2.38 -0.51 0.200
H 0.191 0.071 0.476 -1.07 -1.11 -0.78 0.125
H 0.018 -1.492 -0.465 1.56 -1.23 -1.16 0.061
H -1.411 -0.913 0.081 0.24 0.35 1.15 0.083
N 1.121 -0.428 -4.597 -0.50 1.92 -0.46 0.055
C 2.149 -1.268 -4.478 0.81 1.04 -1.60 -0.184
C 3.365 -1.202 -5.128 -3.42 5.77 -3.30 -0.034
C 3.499 -0.160 -6.087 -0.46 0.26 0.84 -0.043
C 2.429 0.749 -6.218 -2.15 2.75 0.33 -0.068
C 1.205 0.715 -5.436 5.27 -6.16 1.12 -0.064
H 2.208 -2.134 -3.918 -1.62 -1.55 1.96 0.077
H 4.149 -1.779 -5.058 3.61 -3.50 1.06 0.053
H 4.468 0.003 -6.612 -1.07 -0.14 0.25 0.122
H 2.434 1.716 -6.808 0.77 -1.51 0.20 0.111
H 0.460 1.427 -5.305 -1.16 1.13 -0.40 0.053
C -0.566 -0.426 3.293 6.55 -2.10 2.14 0.009
C 0.961 -0.733 3.668 -3.03 2.40 -2.22 0.081
C 1.399 -2.052 3.442 0.66 2.27 1.87 -0.446
C 0.581 -3.007 3.040 -5.29 -4.94 -2.31 -0.055
C -0.787 -2.781 2.582 2.91 -1.27 1.25 0.016
C -1.311 -1.506 2.875 -1.17 1.34 -0.81 -0.398
O -2.633 -1.223 2.632 -2.43 2.05 -0.35 -0.034
O 2.620 -2.451 3.803 2.60 1.87 0.62 0.032
H -0.916 0.542 3.626 -0.30 -0.09 -0.43 0.091
H 1.656 0.214 3.811 -1.43 -2.43 0.14 0.139
H 0.814 -4.221 3.090 0.04 3.52 -0.32 0.183
H -1.149 -3.766 2.147 -0.80 2.06 0.65 0.131
H -2.985 -0.219 2.757 2.08 -3.66 -0.16 0.187
H 2.758 -3.378 3.899 -0.44 -1.05 -0.01 0.098
C -4.721 -5.193 1.105 0.86 -0.02 -0.60 -0.014
C -4.071 -4.360 0.102 0.17 -1.39 2.21 -0.025
C -4.533 -3.096 -0.153 -3.08 -0.47 2.77 -0.387
C -5.744 -2.666 0.510 -2.40 0.32 -0.57 -0.014
C -6.518 -3.514 1.382 3.73 -0.47 0.25 0.027
C -5.902 -4.805 1.767 2.31 4.38 -5.33 -0.405
O -6.582 -5.642 2.429 -2.81 -2.28 3.47 0.095
O -3.901 -2.193 -0.881 2.66 -2.85 -3.19 0.061
H -4.217 -6.208 1.370 -1.09 1.88 -0.53 0.140
H -3.084 -4.730 -0.192 -0.43 0.38 -0.46 0.109
H -6.271 -1.651 0.088 1.53 -2.41 1.37 0.156
H -7.321 -3.204 2.047 -0.28 0.23 -0.78 0.106
H -6.531 -6.481 1.999 0.02 -1.07 -0.01 0.116
H -4.061 -1.358 -0.602 -1.09 3.86 1.43 0.037
C 3.867 -1.126 1.179 0.29 3.99 0.40 0.056
C 4.237 0.407 1.052 -0.37 -3.85 -0.45 0.036
C 3.981 0.960 -0.212 0.69 2.31 0.94 -0.344
C 3.201 0.377 -1.200 0.13 -2.98 2.18 -0.011
C 2.831 -0.960 -0.951 -2.24 0.36 -3.92 -0.054
C 3.156 -1.727 0.116 1.46 1.36 3.12 -0.380
O 2.627 -2.965 0.240 -1.00 0.48 -2.29 0.070
O 4.352 2.277 -0.567 0.68 0.14 1.10 -0.019
H 3.950 -1.602 2.197 0.13 0.48 -1.39 0.102
H 4.765 1.003 1.868 -0.78 -1.18 -1.23 0.119
H 2.863 0.916 -2.036 -0.14 0.49 -1.02 0.096
H 2.116 -1.501 -1.688 1.34 1.13 1.05 0.129
H 2.995 -3.355 0.987 0.89 -1.23 2.09 0.064
H 5.005 2.738 0.035 -1.16 -1.29 -0.73 0.130
C 0.105 4.700 3.425 -0.02 0.20 1.47 0.008
C 1.217 5.187 4.246 -1.21 -3.75 -3.64 0.020
C 2.483 4.568 4.212 -1.83 1.87 2.31 -0.293
C 2.663 3.595 3.300 -0.31 -2.53 -3.76 0.014
C 1.604 3.143 2.365 -0.42 5.24 6.37 0.028
C 0.275 3.612 2.525 3.21 0.40 0.56 -0.327
O -0.640 2.927 1.752 -1.52 1.02 1.16 -0.006
O 3.401 4.898 5.201 5.56 -8.19 -13.42 0.152
H -0.931 5.098 3.701 1.55 -0.48 -0.69 0.128
H 1.005 5.847 4.978 -0.71 2.34 2.15 0.072
H 3.638 3.105 3.148 -0.46 0.34 0.34 0.113
H 1.790 2.537 1.629 1.34 -3.72 -3.77 0.030
H -1.484 3.056 2.241 0.42 -0.25 -0.87 0.117
H 3.136 5.292 5.845 -5.60 7.42 11.67 -0.058
```
Forces are in eV/Å.

Calculated values
E_LUMO, eV: -2.25
Energy relative to the best compared isomer or geometry (same formula, charge and spin), kcal/mol: 77.9
HOMO energy, eV: -9.790
Charge: +1
E, Eh: -2123.20481
HOMO-LUMO gap, eV: 7.5
Maximum force, eV Å⁻¹: 16.68

Among the records above, which one has the highest maximum force?
C35H40N3O8

Which of these has the highest maximum force?
C35H40N3O8

Look up the charge of the second one.
+3

Which value of charge does entry 1 give?
+2